*A*
A molecular structure, H23O11. Source: the OMol25 dataset; level of theory: ωB97M-V/def2-TZVPD.

```
34
Properties=species:S:1:pos:R:3:nbo_charge:R:1
O 2.73674 0.75432 3.34767 -0.973
O 2.54585 -1.17201 0.08861 -0.884
O -1.39441 4.48719 0.14611 -0.930
O -2.88959 0.65803 -2.64668 -0.974
O -0.37342 2.10754 -2.21534 -0.985
O -4.14584 1.38794 0.92375 -0.966
O 2.92571 -2.03049 2.30491 -0.851
O 0.42278 -0.12772 -0.94801 -0.965
O 0.11478 -2.04158 0.94917 -1.011
O 2.44865 -3.20497 -1.78687 -0.967
O -2.17551 -0.76343 0.10522 -0.976
H 3.14935 1.50178 2.89924 0.488
H 0.50847 0.78238 -1.29510 0.518
H -2.37288 -0.40371 -0.76522 0.494
H 1.61203 -0.76219 0.03537 0.557
H 0.37856 -0.69468 -1.72936 0.487
H 2.45516 -1.97682 -0.46280 0.536
H -3.81569 0.65108 -2.39124 0.496
H -3.85460 2.30805 0.96023 0.489
H -0.98473 3.69812 0.52411 0.464
H 2.59132 -3.55434 -2.66877 0.503
H 3.82002 -1.83724 2.64698 0.513
H -0.69300 -1.59824 0.60585 0.518
H -2.89191 -0.41248 0.65085 0.499
H -1.31111 1.86754 -2.29432 0.507
H 2.40180 -1.44463 2.89152 0.535
H -0.27678 2.81656 -2.86439 0.485
H 2.80836 -1.45296 1.18802 0.508
H 2.57835 -3.94653 -1.18741 0.486
H -1.08875 4.40123 -0.76199 0.466
H 2.52168 1.11201 4.21677 0.489
H -0.27018 -2.82289 1.35681 0.473
H -2.91168 0.48926 -3.59399 0.491
H -4.56953 1.22390 1.77030 0.481
```

Net charge   +1

***

*B*
11 unconnected molecules or ions with the total composition H23O11. Source: the OMol25 dataset; level of theory: ωB97M-V/def2-TZVPD.

```
34
Properties=species:S:1:pos:R:3:nbo_charge:R:1
O -0.17915 1.58025 2.67003 -0.957
O 1.52289 3.83995 -0.67671 -0.930
O -0.38804 -2.22884 0.77841 -0.901
O 0.54971 -1.54982 -3.81985 -0.952
O 1.19778 -0.13584 -1.00815 -0.965
O -2.82696 -1.73585 -1.54963 -1.000
O 1.47539 -3.98222 -0.15831 -0.956
O 0.89856 -0.64868 2.40241 -0.863
O 2.66042 1.24794 2.17151 -0.943
O -2.77371 3.70649 0.01383 -0.933
O -2.43416 0.44568 -0.08232 -0.965
H -2.51474 -1.94138 -2.42825 0.504
H -3.29759 0.15624 -0.13263 0.476
H 1.58048 -4.98242 -0.41391 0.490
H 2.80725 2.08967 1.46383 0.532
H 0.61264 -0.44667 -1.69976 0.503
H -0.19906 2.46208 3.14642 0.488
H 0.94854 -2.42456 -4.09819 0.475
H -3.45354 3.10222 0.63534 0.471
H -2.95556 3.29409 -0.88555 0.472
H -2.41111 -1.19900 -0.92949 0.488
H 0.67495 -0.48302 3.27797 0.532
H 1.23501 2.93366 -0.70569 0.456
H 2.40055 -3.88289 -0.03474 0.474
H 0.82508 -1.13149 -4.65104 0.478
H 0.16997 -1.25945 1.71466 0.578
H 1.95281 -0.55160 -0.95322 0.462
H 1.40523 0.15788 2.05408 0.563
H -0.01031 -2.58274 -0.09672 0.541
H 3.36120 0.97301 2.51136 0.466
H 0.24276 1.98920 1.78981 0.471
H -2.46417 1.42932 0.01524 0.489
H 0.59833 4.16324 -0.99854 0.476
H -1.21145 -2.40446 0.67781 0.481
```

Net charge   +1

***

It is *A* that is the most stable of them.

***

*A*
C4H5OP in the gas phase. Source: the OMol25 dataset; level of theory: ωB97M-V/def2-TZVPD.

```
11
Properties=species:S:1:pos:R:3:nbo_charge:R:1
P -0.55448 -1.71251 0.66315 0.607
O 2.03772 -1.94969 0.20246 -0.564
C -1.23585 -0.02910 0.50509 -0.814
C 1.11884 0.19222 -0.27828 -0.084
C -0.24577 0.86255 -0.22979 -0.472
C 1.14071 -1.12515 0.17707 0.112
H -0.44619 0.87030 -1.39792 0.239
H -0.02572 1.89381 0.08506 0.241
H -1.52534 0.55755 1.46332 0.261
H 1.96987 0.44287 -0.98507 0.222
H -2.23381 -0.00285 -0.20509 0.251
```

Net charge   0

***

*B*
A molecular structure, C4H5OP. Source: the OMol25 dataset; level of theory: ωB97M-V/def2-TZVPD.

```
11
Properties=species:S:1:pos:R:3:nbo_charge:R:1
P 2.73015 0.53986 0.51899 1.119
O 2.99374 1.64627 1.36551 -0.983
C -0.04521 0.19413 0.57545 -0.286
C -1.10235 -0.30779 -1.10477 -0.177
C -0.56469 -1.16591 0.04525 -0.475
C -0.50878 0.81922 -0.62999 -0.280
H 0.16048 -2.00575 -0.31156 0.216
H -1.39218 -1.63526 0.74936 0.216
H 0.04917 0.58939 1.62070 0.225
H -1.62085 -0.55096 -2.08512 0.211
H -0.69946 1.87680 -0.74382 0.215
```

Net charge   0

***

It is *A* that is the most stable of them.

***

*A*
2 unconnected molecules or ions with the total composition C4H10OS. Source: the OMol25 dataset; level of theory: ωB97M-V/def2-TZVPD.

```
16
Properties=species:S:1:pos:R:3:nbo_charge:R:1
S 0.65326 -0.25038 -0.47163 1.000
O 1.82121 1.77449 -0.36217 -0.790
C -1.24479 1.82716 0.10617 -0.635
C 1.44260 -1.01228 0.99520 -0.708
C 0.08792 -1.65780 -1.38403 -0.630
C -0.99991 0.26671 0.12533 -0.534
H -0.61118 -1.53108 -2.16140 0.204
H 0.92404 -2.29719 -1.56689 0.195
H -0.45868 2.17325 0.83109 0.251
H -2.34421 2.06670 0.36321 0.218
H -1.38042 -0.20658 1.10557 0.242
H 1.85612 -0.14441 1.47168 0.274
H -1.50429 -0.21202 -0.73628 0.221
H 2.06309 -1.77523 0.84705 0.230
H -0.90716 2.30952 -0.77144 0.242
H 0.60238 -1.33085 1.60854 0.219
```

Net charge   0

***

*B*
2 unconnected molecules or ions with the total composition C4H10OS. Source: the OMol25 dataset; level of theory: ωB97M-V/def2-TZVPD.

```
16
Properties=species:S:1:pos:R:3:nbo_charge:R:1
S -2.46860 0.00687 0.17408 0.092
O 1.32466 1.03682 0.41269 -0.695
C 2.46571 -1.06827 0.43735 -0.530
C -1.50008 -1.17766 -0.92104 -0.719
C -1.62023 1.68088 0.02999 -0.725
C 1.65839 -0.12222 1.00989 0.140
H -2.24267 2.46344 -0.31599 0.217
H -1.23217 1.65664 1.12067 0.234
H -1.24746 -0.72288 -1.91281 0.215
H 2.64048 -2.06374 0.93394 0.219
H -0.73371 1.53958 -0.62704 0.231
H 2.10098 1.43661 -0.06937 0.489
H -0.64015 -1.54861 -0.44181 0.214
H -2.46962 -1.85031 -1.11844 0.238
H 0.99034 -0.42200 1.80677 0.184
H 2.97413 -0.84515 -0.51887 0.194
```

Net charge   0

***

It is *B* that is the most stable of them.

***

*A*
2 unconnected molecules or ions with the total composition C4H10OS. Source: the OMol25 dataset; level of theory: ωB97M-V/def2-TZVPD.

```
16
Properties=species:S:1:pos:R:3:nbo_charge:R:1
S -1.22167 -1.38376 -1.54489 -0.089
O 2.19239 -0.76254 -0.22603 -0.715
C 1.88207 0.51512 -0.69965 0.124
C -1.40533 -0.18793 -0.09397 -0.500
C 2.20130 1.47859 0.19941 -0.503
C -2.56069 -0.50892 0.79075 -0.636
H -2.55028 0.07415 1.73123 0.214
H -3.49817 -0.38750 0.27170 0.208
H 2.94651 -0.66703 0.35539 0.485
H -1.35208 0.82903 -0.49908 0.219
H 2.48087 2.50701 -0.17936 0.213
H -0.49266 -0.08642 0.50015 0.225
H -2.73513 -1.52771 1.16562 0.223
H 1.81112 0.67434 -1.75876 0.198
H 2.30507 1.20055 1.23754 0.198
H -0.00332 -1.76699 -1.25008 0.136
```

Net charge   0

***

*B*
2 unconnected molecules or ions with the total composition C4H10OS. Source: the OMol25 dataset; level of theory: ωB97M-V/def2-TZVPD.

```
16
Properties=species:S:1:pos:R:3:nbo_charge:R:1
S -1.47702 -0.37281 -0.22864 0.131
O 1.01019 1.17620 0.31095 -0.741
C 2.00793 1.11673 -0.66482 0.137
C -1.75062 -0.26885 1.59129 -0.719
C 2.29849 2.21330 -1.35981 -0.493
C -1.12494 -2.19141 -0.27911 -0.720
H 2.47600 0.14651 -0.70030 0.170
H 0.19509 1.26464 -0.19697 0.491
H -1.90786 -2.77810 0.19008 0.215
H -0.14410 -2.35209 0.16543 0.214
H 2.90516 2.19235 -2.25393 0.205
H 2.03885 3.16260 -0.91177 0.210
H -2.27187 -1.17910 1.88207 0.216
H -1.04982 -2.53222 -1.31192 0.227
H -2.43181 0.56942 1.70903 0.228
H -0.77367 -0.16717 2.05843 0.229
```

Net charge   0

***

*C*
2 unconnected molecules or ions with the total composition C4H10OS. Source: the OMol25 dataset; level of theory: ωB97M-V/def2-TZVPD.

```
16
Properties=species:S:1:pos:R:3:nbo_charge:R:1
S 2.03591 -0.56909 1.31209 -0.121
O -1.98090 -0.52792 -0.47783 -0.547
C 0.99880 -0.07307 -1.45635 -0.626
C -1.77174 1.52752 0.81464 -0.733
C -1.47926 0.09021 0.49168 0.427
C 1.37138 -1.09539 -0.42503 -0.449
H 0.53696 -1.72725 -0.06760 0.221
H -2.69146 1.76494 0.36207 0.238
H 2.14495 -1.73875 -0.77142 0.210
H 1.78618 -1.74685 1.88276 0.123
H 0.23568 0.68318 -1.06540 0.206
H 1.82628 0.48972 -1.90895 0.214
H -0.79291 -0.35228 1.32708 0.128
H -1.06848 2.23119 0.33807 0.246
H -1.70744 1.59885 1.92734 0.229
H 0.55606 -0.55502 -2.28313 0.232
```

Net charge   0

***

It is *C* that is the most stable of them.